{
  "formula": "C8H16Cl8F8Mg2N4O16S8",
  "method": "ωB97M-V with the def2-TZVPD basis set",
  "lumo_energy_ev": -1.2747,
  "total_charge": 0,
  "homo_energy_ev": -10.65,
  "e_above_lowest_ev": 0.916,
  "elements": ["Cl", "Cl", "Cl", "Cl", "Cl", "Cl", "Cl", "Cl", "S", "S", "S", "S", "S", "S", "S", "S", "Mg", "Mg", "F", "F", "F", "F", "F", "F", "F", "F", "O", "O", "O", "O", "O", "O", "O", "O", "O", "O", "O", "O", "O", "O", "O", "O", "N", "N", "N", "N", "C", "C", "C", "C", "C", "C", "C", "C", "H", "H", "H", "H", "H", "H", "H", "H", "H", "H", "H", "H", "H", "H", "H", "H"],
  "coordinates": [[-0.595607, 3.915156, 0.732628], [0.548473, -4.804899, 0.821934], [2.692957, 4.408158, 0.112335], [-1.202029, 1.539195, 7.138931], [2.986998, 2.949826, -5.185651], [1.449620, -6.005066, -2.059548], [0.000698, 1.718531, -3.875530], [-2.166608, 2.701966, 4.289020], [4.116501, -3.287904, -1.371367], [-5.837676, 1.008892, 0.487889], [-0.494559, -2.953598, -3.664682], [-0.471721, -0.747203, 1.612840], [-4.360039, 2.692946, 1.277759], [-1.967355, -2.450982, -1.710133], [3.743557, -2.274058, 0.843938], [0.568613, 0.589130, -0.259213], [0.995883, -2.500490, -0.666756], [-2.567943, 0.673360, -0.690169], [1.053187, -2.794587, -3.980249], [-6.911139, 0.669008, -0.618135], [2.413506, -2.017530, 1.724564], [-0.546653, -2.233199, 2.040192], [-4.047061, 4.174479, 0.777686], [3.320781, -3.702019, -2.676579], [-1.748038, -3.076218, -0.262364], [1.221506, 0.176800, -1.635025], [-0.674047, 1.188877, -0.698471], [4.226679, -0.954714, 0.707363], [-6.470247, 0.656888, 1.700440], [-2.950941, -3.329935, -2.184569], [-0.744310, -4.246104, -4.142938], [4.677632, -4.515041, -0.962949], [0.235339, -0.140540, 2.654398], [-4.726484, 2.963497, 2.612967], [1.546518, 1.375568, 0.346193], [4.946424, -2.226564, -1.805177], [-1.788981, -0.378862, 1.247555], [4.388580, -3.282422, 1.576525], [-3.145656, 2.036020, 0.860336], [-4.722692, 0.201018, -0.000660], [-2.299681, -1.097364, -1.353226], [-1.103214, -1.816972, -4.273435], [0.374247, -0.941171, 0.189709], [2.842357, -2.821315, -0.481235], [-5.616394, 2.552543, 0.192837], [-0.332113, -2.719982, -2.088612], [1.376090, 3.698730, -5.166331], [1.675508, 5.221263, 1.347265], [-0.087418, 1.763728, 5.766054], [0.801061, -6.549706, 0.514000], [0.282070, 5.511160, 0.871642], [1.867073, -6.793947, -0.523100], [-0.506654, 2.929282, 4.883767], [0.616031, 3.386845, -3.911874], [1.120884, -6.918620, 1.490092], [1.449305, 4.774030, -5.325319], [1.112910, 3.652469, -2.979672], [-0.448029, 3.835419, 5.481929], [2.801495, -6.345755, -0.191491], [-0.039420, 0.845270, 5.187048], [0.169972, 2.973566, 4.031962], [0.161655, 6.055470, -0.056443], [-0.271169, 4.025341, -3.875879], [0.838215, 3.339665, -6.042511], [0.895056, 1.962789, 6.190214], [1.636544, 4.604135, 2.236334], [-0.140884, -7.071805, 0.362389], [-0.323140, 5.914659, 1.679766], [1.961740, -7.862889, -0.694716], [2.192236, 6.175784, 1.423509]],
  "atomic_forces_ev_per_a": [[0.069, 0.263, -0.417], [-0.384, 0.182, 0.252], [-0.233, -0.200, -0.015], [0.106, -0.061, 0.002], [0.048, 0.103, 0.005], [-0.166, -0.146, -0.187], [0.074, -0.096, -0.055], [0.167, 0.204, -0.171], [-0.191, -1.496, -4.039], [-2.539, -1.769, -2.752], [3.656, 0.780, -3.526], [0.073, -2.318, 0.275], [-0.682, 6.210, -1.873], [1.273, -1.716, 4.239], [-3.260, 1.773, 2.277], [1.660, -0.439, -4.138], [0.059, -1.855, -0.410], [-1.345, 0.343, 2.229], [-0.294, 0.242, 0.380], [0.133, 0.497, 0.186], [-0.112, -0.323, -0.158], [-0.060, -0.293, -0.400], [0.299, -0.269, -0.047], [-0.324, 0.474, 0.302], [0.121, 0.619, 0.277], [-0.098, -0.132, 0.181], [-0.070, 0.211, 0.436], [0.576, -0.157, -0.554], [0.448, -0.217, 0.450], [-0.157, 0.410, -1.770], [-0.908, -0.995, 0.527], [0.225, -0.451, 0.817], [0.375, 1.044, 0.317], [0.368, -1.577, 0.497], [-0.047, 0.347, 1.217], [0.018, 0.357, 0.580], [-1.003, 0.501, 0.091], [0.807, -0.646, -0.302], [0.678, -0.890, 0.078], [0.789, -0.358, -0.072], [0.208, -0.193, -1.500], [-0.709, -0.038, 0.562], [-1.513, 2.987, 3.096], [4.108, 0.257, 1.147], [1.791, -1.735, 2.081], [-4.210, 0.374, -0.721], [-0.140, -0.055, -0.435], [0.280, 0.744, -1.061], [0.076, 0.087, -0.204], [0.251, -0.637, 0.690], [-0.946, -1.484, 0.656], [-0.185, 0.425, 0.196], [0.127, -0.498, 0.566], [-0.902, 0.937, 0.344], [0.352, 0.047, -0.104], [0.343, 0.029, 0.370], [0.507, -0.509, -0.123], [-0.196, 0.183, -0.242], [0.117, -0.199, -0.078], [-0.143, -0.081, 0.107], [-0.072, 0.108, -0.066], [0.208, 0.010, -0.033], [-0.069, -0.107, -0.313], [-0.006, -0.249, 0.108], [0.020, 0.018, -0.036], [0.299, 0.163, 0.143], [-0.195, 0.531, -0.588], [0.374, 0.742, -0.072], [0.116, 0.011, -0.026], [-0.043, -0.026, 0.810]]
}

{
  "formula": "C8H16CsO4S2",
  "method": "ωB97M-V with the def2-TZVPD basis set",
  "multiplicity": 2,
  "lumo_energy_ev": [-6.6216, -12.8640],
  "total_charge": 2,
  "homo_energy_ev": [-14.86, -14.84],
  "e_above_lowest_ev": 0.877,
  "elements": ["Cs", "S", "S", "O", "O", "O", "O", "C", "C", "C", "C", "C", "C", "C", "C", "H", "H", "H", "H", "H", "H", "H", "H", "H", "H", "H", "H", "H", "H", "H", "H"],
  "coordinates": [[-13.614631, 28.100524, 6.374143], [-14.630077, 30.571606, 3.201224], [-12.087204, 29.194172, 9.963797], [-14.766965, 29.323455, 3.967381], [-10.767117, 28.640805, 9.628484], [-13.548038, 30.757823, 2.233860], [-13.094302, 29.517273, 8.945817], [-16.800421, 32.190134, 2.911899], [-14.952155, 32.114207, 4.262052], [-16.431569, 32.368763, 4.306893], [-12.029280, 28.813369, 12.743022], [-11.597281, 30.340788, 12.537977], [-11.825668, 30.814686, 11.017361], [-12.829120, 28.344384, 11.501144], [-16.304437, 30.787970, 2.313548], [-17.091497, 30.098466, 2.618857], [-11.061971, 28.311030, 12.751539], [-12.536502, 28.558949, 13.673671], [-12.743372, 27.271931, 11.326234], [-16.950541, 31.625733, 4.912416], [-16.456710, 33.127762, 2.475069], [-12.766798, 31.355604, 10.918458], [-10.578685, 30.504966, 12.889551], [-14.348663, 32.903057, 3.813044], [-14.453616, 31.886095, 5.204134], [-12.174699, 30.922493, 13.256517], [-16.086699, 30.741082, 1.246543], [-11.011401, 31.385172, 10.570602], [-16.615180, 33.428537, 4.483738], [-17.884765, 32.209326, 2.802628], [-13.801761, 28.708879, 11.831650]],
  "atomic_forces_ev_per_a": [[-0.197, -0.211, -0.737], [-2.658, 0.978, -2.309], [-0.086, 0.359, -0.390], [0.940, 0.593, 0.576], [-2.084, 0.732, 0.722], [-0.939, -0.301, 1.834], [1.426, -0.623, 1.537], [-1.297, -0.694, -3.054], [2.080, -1.186, 0.731], [0.985, -0.672, 0.698], [2.695, 0.858, -1.998], [-0.589, -0.982, -0.576], [0.383, 0.624, 2.830], [0.361, -0.241, 2.267], [0.797, 2.019, 1.264], [0.644, -0.532, 0.018], [-0.138, -0.394, 0.260], [-0.328, 0.198, -0.180], [-0.260, 0.084, -0.269], [-0.007, 0.476, 0.606], [0.295, -0.525, -1.144], [-0.202, -0.419, -0.487], [0.115, -0.296, -0.546], [-0.261, 0.013, -0.323], [-0.145, 0.008, 0.249], [-0.555, 0.592, -0.627], [-0.151, 0.161, 0.143], [0.106, -0.373, -0.182], [-0.201, -0.300, 1.022], [-0.054, 0.008, -0.140], [-0.675, 0.046, -1.796]]
}

{
  "formula": "C8H16I2InN2O2PS",
  "method": "ωB97M-V with the def2-TZVPD basis set",
  "lumo_energy_ev": -11.1226,
  "total_charge": 2,
  "homo_energy_ev": -14.44,
  "elements": ["I", "I", "In", "S", "P", "O", "O", "N", "N", "C", "C", "C", "C", "C", "C", "C", "C", "H", "H", "H", "H", "H", "H", "H", "H", "H", "H", "H", "H", "H", "H", "H", "H"],
  "coordinates": [[1.698311, -0.821531, -3.189913], [1.527587, -3.345152, -1.697544], [-3.445922, 2.954078, 1.790441], [-5.645922, -0.229077, -0.559853], [1.616695, 0.848528, 1.474870], [0.343634, 3.295664, -0.143134], [1.146483, 2.474826, -2.238875], [-0.312447, -0.210968, -0.428870], [0.961156, -0.203325, 2.513024], [0.965096, 0.595908, -0.355275], [3.972481, -2.145024, -0.200478], [2.137781, -0.307553, -1.082896], [-2.835619, 0.075617, -0.384248], [-4.184160, 0.414191, 0.484893], [2.373311, -1.787684, -0.338827], [-1.424285, 0.355569, 0.425275], [0.830629, 2.132189, -0.959655], [4.262212, -2.551617, 0.866311], [-5.058436, -0.857411, -1.703434], [-1.286656, 1.470470, 0.751535], [-4.355563, 1.580970, 0.620078], [4.224232, -2.987955, -1.003637], [3.144401, 0.317163, -0.958602], [-0.714992, -0.244987, -1.398058], [-2.799014, 0.684649, -1.400172], [4.636369, -1.213765, -0.520546], [3.051492, 0.599053, 1.453517], [0.477922, 0.383196, 3.252474], [1.763990, -1.906936, 0.651599], [-1.444833, -0.297950, 1.423755], [-2.861637, -1.096151, -0.604091], [1.394317, 2.186452, 1.956901], [-4.158615, -0.161436, 1.503435]],
  "atomic_forces_ev_per_a": [[0.043, 1.031, 1.070], [-0.047, 0.983, 0.119], [0.577, 1.051, 0.702], [0.791, -0.086, -0.181], [-0.877, -1.223, 2.504], [2.405, -7.293, -3.678], [-1.119, -3.549, 5.615], [-0.002, 2.085, 0.349], [-0.104, 1.844, -0.407], [0.338, -0.223, -1.811], [0.362, -0.427, -0.932], [0.440, 0.733, 2.663], [0.791, 0.049, 0.410], [0.869, -1.155, -1.368], [1.067, 0.872, 0.745], [-1.552, -1.373, 1.334], [-0.917, 6.905, -1.521], [-0.740, 0.998, -2.177], [-0.165, 1.037, 1.710], [-0.025, -1.771, -0.998], [-0.156, -2.770, -0.824], [-0.322, 1.849, 1.938], [-2.063, -1.499, -0.997], [1.029, 0.344, 0.916], [-0.347, -1.282, 2.067], [-1.461, -1.922, 0.965], [-0.862, 0.500, -0.783], [0.642, -1.155, -1.005], [1.002, 0.434, -1.826], [0.049, 1.536, -2.088], [0.005, 2.615, 0.395], [0.471, -0.461, -1.128], [-0.120, 1.325, -1.777]]
}

{
  "formula": "C8H16N2",
  "method": "ωB97M-V with the def2-TZVPD basis set",
  "multiplicity": 2,
  "lumo_energy_ev": [3.6364, 3.5013],
  "total_charge": -1,
  "homo_energy_ev": [1.16, -4.91],
  "e_above_lowest_ev": 0.602,
  "elements": ["N", "N", "C", "C", "C", "C", "C", "C", "C", "C", "H", "H", "H", "H", "H", "H", "H", "H", "H", "H", "H", "H", "H", "H", "H", "H"],
  "coordinates": [[1.186913, 0.434347, 0.978034], [1.259658, 2.644147, 1.160822], [0.892918, -1.955113, -1.484878], [-0.504565, -0.563971, -3.036911], [0.135790, 0.824040, 1.800614], [0.613742, -1.545971, -2.942577], [-2.203582, -0.024961, 2.278572], [1.799771, 1.534154, 0.605366], [0.098025, 2.217431, 1.850109], [-0.659755, -0.206061, 2.453023], [-1.456804, -0.875051, -2.595832], [-0.377710, -1.160810, 2.005311], [-0.483033, -0.106376, 3.550667], [0.379290, -1.334193, -0.740712], [2.649274, 1.491962, -0.058064], [-0.613347, 2.910988, 2.255779], [-0.295769, 0.426405, -2.628818], [-2.376201, 0.479503, 1.316038], [1.510015, -1.054143, -3.328296], [1.645778, 3.568259, 1.182342], [0.678724, -2.983684, -1.219432], [-0.895297, -0.388005, -4.055522], [-2.836048, -0.906782, 2.264792], [1.903767, -1.697139, -1.150314], [0.391465, -2.469275, -3.481342], [-2.443020, 0.740300, 3.021230]],
  "atomic_forces_ev_per_a": [[-0.354, 0.125, 0.334], [-1.873, -1.775, 0.094], [0.392, 1.018, 1.050], [-2.049, 0.823, -0.937], [1.016, 2.192, -1.479], [0.397, -0.396, 0.958], [0.959, 1.502, -0.723], [0.088, -0.196, 0.600], [1.706, -0.968, -0.341], [-1.738, -0.664, 0.747], [0.320, -0.353, 0.665], [0.323, -0.034, 0.550], [0.187, -0.832, -0.690], [-0.480, -0.067, -0.399], [0.057, 0.524, 0.166], [0.137, 0.084, 0.287], [0.289, -0.172, 0.165], [0.012, -0.207, 0.102], [0.003, -0.381, -0.310], [0.122, 0.803, -0.307], [0.017, -0.290, -0.253], [0.766, 0.013, -0.133], [0.140, -0.179, 0.609], [0.208, -0.466, -0.400], [0.131, 0.250, -0.422], [-0.777, -0.355, 0.066]]
}

{
  "formula": "C8H16N2",
  "method": "ωB97M-V with the def2-TZVPD basis set",
  "lumo_energy_ev": [-0.2409, -0.2406],
  "total_charge": 0,
  "homo_energy_ev": [-7.86, -7.86],
  "e_above_lowest_ev": 4.381,
  "elements": ["N", "N", "C", "C", "C", "C", "C", "C", "C", "C", "H", "H", "H", "H", "H", "H", "H", "H", "H", "H", "H", "H", "H", "H", "H", "H"],
  "coordinates": [[-1.250000, -1.265770, -0.475574], [0.189789, 1.563945, -2.039869], [0.611443, 0.227200, 1.558056], [1.860774, 0.209079, 0.675187], [-0.075312, 0.336372, -1.867807], [-0.550653, 1.082169, 0.953344], [-1.136553, 0.004025, -0.861809], [0.551404, -0.817764, -2.601567], [0.153404, -1.163801, 1.872371], [-1.719541, 1.185312, 1.641155], [2.080006, 1.196556, 0.272700], [2.714928, -0.140449, 1.256020], [0.952735, -1.877032, 2.047277], [-2.012866, 0.630560, -0.998238], [1.747639, -0.468489, -0.167766], [0.870020, 0.767640, 2.475745], [-2.183137, -1.472159, -0.127312], [-2.417252, 1.983524, 1.437814], [-0.499251, -1.480544, 0.686315], [0.952556, 1.715486, -2.697932], [-0.221120, 1.955652, 0.401211], [-0.619241, -1.223260, 2.633288], [-0.158515, -1.196117, -3.341495], [0.765135, -1.641586, -1.923786], [-2.080738, 0.401973, 2.290846], [1.474346, -0.512520, -3.098175]],
  "atomic_forces_ev_per_a": [[-0.161, 1.834, -1.761], [0.002, 0.147, 0.142], [-0.292, 0.266, -0.664], [-0.145, 0.005, 0.083], [0.726, 0.188, 0.449], [0.259, 0.961, 2.920], [-1.310, -2.808, -1.488], [0.134, 0.002, 0.049], [-1.782, -0.749, -2.250], [0.615, -0.245, -1.035], [0.086, 0.090, 0.036], [0.036, 0.035, -0.009], [0.040, -0.053, 0.039], [0.097, 0.143, 0.486], [-0.041, -0.126, -0.065], [0.040, 0.057, -0.095], [0.015, 0.237, 0.333], [-0.058, 0.144, -0.072], [1.931, 0.116, 2.997], [-0.172, -0.154, -0.236], [-0.171, -0.071, -0.360], [0.134, -0.003, 0.277], [0.059, 0.007, 0.012], [-0.048, -0.011, 0.033], [0.125, -0.064, 0.213], [-0.119, 0.051, -0.033]]
}

{
  "formula": "C8H16N2",
  "method": "ωB97M-V with the def2-TZVPD basis set",
  "lumo_energy_ev": 0.8592,
  "total_charge": 0,
  "homo_energy_ev": -8.68,
  "e_above_lowest_ev": 0.382,
  "smiles": "CCc1c[nH]cn1.CCC",
  "elements": ["N", "N", "C", "C", "C", "C", "C", "C", "C", "C", "H", "H", "H", "H", "H", "H", "H", "H", "H", "H", "H", "H", "H", "H", "H", "H"],
  "coordinates": [[1.271209, 0.374049, -2.608468], [1.371304, 0.043332, -0.436513], [1.493801, -2.482736, -0.374324], [0.342924, -2.742740, 0.633865], [1.371440, -1.171209, -1.076364], [-1.835898, 2.347813, 1.319408], [-1.980479, 1.396967, 0.140865], [1.314358, -0.994365, -2.428088], [1.334575, 0.942356, -1.396679], [-0.855865, 1.726491, 2.329668], [1.509056, -3.245299, -1.140369], [0.139782, -3.811563, 0.703752], [1.283991, -1.684060, -3.259304], [-1.028640, 1.157004, -0.329385], [-2.637515, 1.779999, -0.647608], [2.404586, -2.564170, 0.221849], [-0.598999, -2.324129, 0.269718], [-1.210405, 0.757986, 2.692929], [1.394050, 0.843116, -3.491807], [0.584037, -2.293274, 1.593955], [-2.780776, 2.406297, 1.847841], [1.476873, 1.963331, -1.100229], [-1.415058, 3.306452, 1.028884], [0.105622, 1.450163, 1.879399], [-0.643464, 2.362036, 3.184462], [-2.410513, 0.456148, 0.442548]],
  "atomic_forces_ev_per_a": [[0.259, 0.185, -0.860], [0.132, -0.241, -0.294], [-0.781, 0.121, 0.783], [-0.183, 0.015, -0.845], [0.301, -0.389, 0.055], [0.985, -1.270, 0.580], [-0.223, 0.411, -0.722], [-0.100, 0.204, -0.003], [0.363, -0.346, 1.607], [0.464, -0.546, -0.172], [0.061, -0.349, -0.121], [0.287, -0.042, 0.421], [0.019, 0.104, 0.157], [0.104, 0.110, 0.117], [0.031, 0.132, 0.110], [0.264, 0.175, -0.393], [0.110, 0.220, 0.051], [-0.328, 0.137, 0.143], [-0.181, 0.001, 0.141], [-0.161, -0.149, 0.081], [-0.309, 0.662, -0.175], [-0.291, 0.507, -0.792], [-0.460, 0.277, -0.128], [-0.070, 0.362, -0.188], [-0.120, 0.132, 0.121], [-0.172, -0.424, 0.327]]
}